# 1
118
Properties=species:S:1:pos:R:3:forces:R:3 method="wB97M-V/def2-TZVPD" multiplicity=3 charge=0 e_lumo_ev="-0.14 / -0.29" largest_force_ev_per_a=1.71 gap_ev="6.10 / 7.06"
Mo -0.4916 -0.0512 -0.0671 -0.28 -1.25 -0.24
C -2.7608 2.8387 -2.0043 0.19 0.18 0.01
C -1.2576 3.0067 -2.2016 -0.06 -0.30 0.05
C -0.6950 2.0014 -3.2080 -0.03 0.12 0.02
C -0.4551 3.0793 -0.8924 0.00 0.40 -0.41
C -0.6943 4.4264 -0.2334 -0.14 -0.10 -0.26
O -0.5318 4.1587 1.1485 0.22 -0.11 0.44
C -0.5803 2.8132 1.3269 -0.18 0.18 -1.69
N -0.6526 2.1127 0.2328 -0.31 0.82 1.08
C -0.4901 2.4762 2.7395 0.01 -0.22 1.35
C -0.8020 3.5347 3.6267 -0.08 -0.12 -0.50
C -0.6397 3.4235 4.9836 0.02 -0.12 0.28
C -0.1334 2.2457 5.5244 -0.05 0.14 -0.04
C 0.1536 1.1941 4.6845 0.00 0.01 -0.04
C -0.0370 1.2699 3.3002 0.05 0.45 -0.07
P 0.3061 -0.2495 2.3551 0.07 -0.20 0.68
C 2.0092 -0.5954 2.9649 -0.01 0.11 -0.22
C 2.3370 -1.4703 3.9976 0.06 0.06 -0.02
C 3.6532 -1.5778 4.4252 0.01 -0.02 0.01
C 4.6445 -0.7986 3.8490 0.01 -0.03 0.03
C 4.3204 0.0859 2.8312 0.05 0.02 -0.02
C 3.0139 0.1777 2.3810 -0.09 -0.04 0.01
C -0.7337 -1.4237 3.3135 -0.04 0.07 -0.10
C -1.8908 -0.9897 3.9558 0.08 -0.03 -0.03
C -2.7314 -1.9005 4.5808 -0.07 0.02 -0.04
C -2.4298 -3.2516 4.5604 -0.04 -0.04 0.03
C -1.2816 -3.6934 3.9193 0.01 -0.03 -0.03
C -0.4436 -2.7877 3.2967 0.04 0.12 -0.04
H -3.2689 2.8843 -2.9689 -0.05 -0.03 0.02
H -3.1818 3.6251 -1.3735 -0.05 -0.05 0.02
H -2.9771 1.8784 -1.5518 0.01 0.06 -0.01
H -1.0949 4.0034 -2.6341 0.03 0.00 -0.03
H -0.7107 0.9882 -2.8099 0.03 0.07 -0.06
H 0.3363 2.2441 -3.4705 0.03 -0.03 0.05
H -1.2930 2.0322 -4.1215 0.01 -0.05 -0.02
H 0.5977 3.0000 -1.1633 0.04 -0.13 0.05
H -1.7076 4.8014 -0.4057 0.05 0.00 0.06
H 0.0276 5.1794 -0.5444 0.00 0.01 0.08
H -1.1843 4.4518 3.2076 0.03 0.04 0.06
H -0.9019 4.2509 5.6297 0.01 0.02 -0.03
H 0.0221 2.1554 6.5915 0.01 -0.03 0.00
H 0.5228 0.2690 5.1057 0.03 -0.02 0.00
H 1.5783 -2.0597 4.4894 -0.06 -0.04 -0.02
H 3.9004 -2.2687 5.2216 -0.01 0.01 0.01
H 5.6658 -0.8786 4.1996 0.01 0.01 -0.02
H 5.0906 0.7057 2.3893 -0.02 -0.05 0.01
H 2.7521 0.8491 1.5700 0.09 -0.01 0.01
H -2.1412 0.0625 3.9781 -0.06 0.00 -0.02
H -3.6326 -1.5515 5.0696 0.02 0.01 0.00
H -3.0986 -3.9625 5.0287 0.02 0.00 0.01
H -1.0567 -4.7497 3.8659 0.00 -0.01 0.02
H 0.4330 -3.1397 2.7686 -0.03 -0.06 -0.06
O -1.5447 -4.2462 0.5449 0.09 0.18 0.00
C -1.0862 -3.2405 0.0292 -0.30 -0.18 -0.23
O -0.8966 -2.1075 0.6264 -0.31 0.03 0.40
C -0.6378 -3.2262 -1.4350 0.04 0.12 0.30
P 0.5648 -1.8556 -1.4897 0.27 -0.88 -0.70
C 1.9993 -2.5819 -0.6157 0.11 0.14 -0.01
C 1.8924 -3.7309 0.1682 -0.02 0.04 0.00
C 2.9676 -4.1593 0.9353 0.03 -0.07 0.05
C 4.1655 -3.4639 0.9227 -0.02 0.00 0.00
C 4.2940 -2.3442 0.1138 0.07 0.02 -0.02
C 3.2231 -1.9063 -0.6467 -0.09 -0.14 0.07
C 1.0230 -1.9415 -3.2652 0.02 0.16 0.16
C 0.0353 -1.5802 -4.1827 0.06 0.06 0.04
C 0.2450 -1.7359 -5.5423 -0.04 0.01 -0.02
C 1.4529 -2.2411 -6.0037 0.01 0.03 -0.05
C 2.4433 -2.5920 -5.1003 -0.01 0.01 -0.04
C 2.2308 -2.4474 -3.7355 0.00 0.02 -0.04
H -1.4921 -2.9709 -2.0648 0.00 0.08 -0.01
H -0.2414 -4.1848 -1.7663 -0.02 -0.03 0.07
H 0.9746 -4.3027 0.2053 0.04 0.00 0.02
H 2.8676 -5.0478 1.5471 -0.04 0.01 -0.01
H 4.9932 -3.7974 1.5357 0.01 0.01 -0.02
H 5.2327 -1.8043 0.0804 -0.01 0.01 0.00
H 3.3228 -1.0243 -1.2586 0.03 0.06 0.00
H -0.9060 -1.1781 -3.8231 -0.01 -0.02 -0.04
H -0.5352 -1.4712 -6.2448 0.01 0.04 0.01
H 1.6184 -2.3552 -7.0674 0.01 -0.03 0.01
H 3.3837 -2.9910 -5.4591 0.01 0.01 0.02
H 3.0077 -2.7458 -3.0452 -0.02 -0.01 0.03
C 5.2166 0.9626 -1.9420 -0.12 0.16 0.12
Si 3.9409 2.1675 -1.2440 0.03 0.10 -0.14
C 3.6440 3.5441 -2.5027 -0.07 -0.21 0.14
C 4.5265 2.9635 0.3671 -0.03 -0.13 -0.15
C 2.3749 1.2707 -0.9270 0.25 0.09 -0.13
C 1.3210 0.7000 -0.6713 0.55 0.44 -0.20
H 6.0072 1.4938 -2.4759 0.02 0.01 0.04
H 4.7457 0.2728 -2.6455 -0.01 0.03 -0.03
H 5.6834 0.3685 -1.1536 -0.02 -0.01 0.02
H 4.5854 4.0207 -2.7841 0.02 0.00 0.03
H 2.9887 4.3163 -2.0920 -0.01 -0.01 0.00
H 3.1793 3.1562 -3.4114 0.00 -0.01 0.01
H 5.1715 3.8235 0.1751 0.03 -0.02 -0.04
H 5.0854 2.2609 0.9877 -0.02 0.03 -0.04
H 3.6721 3.3134 0.9513 -0.01 0.00 -0.03
C -3.9550 -1.7913 -0.1303 0.16 -0.02 -0.11
C -3.5547 -0.3355 -0.4914 -0.22 -0.23 0.10
C -3.6438 0.4692 0.8197 0.17 -0.13 -0.19
C -2.1522 -0.2568 -1.1467 -0.46 0.29 0.35
C -4.6154 0.1415 -1.4880 -0.03 -0.03 -0.05
C -4.6394 -0.3767 -2.7827 -0.13 0.01 -0.07
C -5.5929 0.0284 -3.7026 0.04 -0.01 -0.05
C -6.5624 0.9543 -3.3457 -0.06 0.01 0.01
C -6.5746 1.4485 -2.0524 -0.02 0.05 0.02
C -5.6101 1.0490 -1.1362 -0.04 -0.03 -0.03
H -3.8323 -2.4686 -0.9781 -0.01 0.01 0.00
H -5.0064 -1.8077 0.1662 0.00 0.01 -0.05
H -3.3636 -2.1708 0.6977 0.12 -0.02 0.06
H -2.8140 0.1908 1.4699 0.05 -0.03 0.08
H -4.5656 0.2381 1.3600 0.01 0.04 -0.06
H -3.5957 1.5434 0.6377 0.08 0.04 0.06
H -2.2659 -0.4278 -2.2189 0.23 0.09 0.03
H -3.9094 -1.1169 -3.0881 0.00 0.00 0.02
H -5.5779 -0.3798 -4.7059 -0.01 -0.02 0.01
H -7.3072 1.2740 -4.0631 0.00 0.00 0.00
H -7.3382 2.1521 -1.7436 0.01 0.01 -0.03
H -5.6474 1.4566 -0.1348 0.01 0.01 -0.05

# 2
68
Properties=species:S:1:pos:R:3:forces:R:3 method="wB97M-V/def2-TZVPD" charge=+1 e_lumo_ev=-4.82 largest_force_ev_per_a=0.25 gap_ev=6.23
W 0.4756 0.1569 -0.1454 0.06 0.02 0.07
C -0.5002 1.4861 -3.4011 0.02 0.00 -0.01
C -1.3566 1.3182 -2.1784 -0.06 -0.01 -0.03
C -1.0525 2.0040 -0.9843 -0.08 -0.04 0.01
C -1.9475 1.9747 0.1123 0.00 0.01 0.02
C -1.7218 2.8467 1.3141 0.01 -0.01 -0.01
C -3.0763 1.1782 0.0161 0.00 -0.01 -0.01
C -3.3522 0.4324 -1.1299 0.01 0.01 0.03
C -4.5565 -0.4592 -1.1943 -0.01 0.00 0.00
C -2.4894 0.5188 -2.2177 0.03 0.02 -0.01
H -1.0395 2.0705 -4.1482 0.00 0.01 0.00
H -0.2640 0.5220 -3.8543 -0.01 0.00 0.00
H 0.4284 2.0112 -3.1777 0.00 0.00 0.01
H -0.2555 2.7414 -0.9853 0.02 -0.03 0.01
H -2.2930 3.7707 1.2018 0.00 0.00 0.00
H -0.6724 3.1103 1.4288 0.00 0.00 0.00
H -2.0647 2.3577 2.2256 0.00 0.00 0.00
H -3.7682 1.1438 0.8504 0.00 0.00 0.00
H -5.0629 -0.3639 -2.1544 0.00 0.00 0.00
H -5.2658 -0.2286 -0.4011 0.00 0.00 0.00
H -4.2544 -1.5033 -1.0831 0.01 0.00 0.00
H -2.7091 -0.0413 -3.1198 -0.01 0.00 0.00
C 2.3220 4.2970 -0.0916 0.00 0.00 0.00
O 3.0324 4.0126 1.1104 0.01 0.01 -0.01
C 3.3374 2.7216 1.3922 0.02 -0.05 -0.02
C 4.5875 2.4619 1.9491 -0.02 0.02 0.00
C 4.9726 1.1787 2.2996 0.02 -0.01 0.00
C 4.1110 0.1045 2.1124 0.00 0.01 -0.01
C 2.8680 0.3462 1.5541 0.08 -0.06 0.10
C 1.7300 -0.6051 1.4732 -0.21 0.11 -0.06
N 1.4249 -1.4974 0.4799 0.14 -0.05 0.00
N 0.5551 -2.5330 0.8395 -0.01 0.11 0.00
C -0.6492 -2.0950 0.9586 -0.06 -0.13 0.01
O -0.8905 -0.7584 0.8193 0.07 0.02 0.00
C -1.7970 -2.9541 1.2625 0.02 0.02 0.00
C -3.0413 -2.3889 1.5262 0.00 0.02 0.01
C -4.1240 -3.2075 1.8043 0.00 -0.01 0.00
C -3.9656 -4.5861 1.8143 0.00 0.01 0.00
C -2.7233 -5.1497 1.5489 0.01 0.00 0.00
C -1.6374 -4.3387 1.2719 -0.02 -0.03 0.01
C 2.4768 1.6411 1.2069 -0.07 0.05 0.03
O 1.2231 1.7736 0.6533 0.05 -0.03 -0.04
H 2.6066 5.3059 -0.3793 0.00 0.00 0.00
H 1.2449 4.2544 0.0696 0.00 0.00 0.00
H 2.6019 3.5989 -0.8839 0.00 0.00 0.00
H 5.2533 3.3023 2.0940 0.00 0.00 0.00
H 5.9532 1.0159 2.7253 0.00 0.00 0.00
H 4.3989 -0.8959 2.4064 -0.01 -0.01 0.00
H 1.1775 -0.7345 2.4087 0.00 0.00 -0.02
H -3.1543 -1.3129 1.5175 0.01 0.00 -0.01
H -5.0910 -2.7709 2.0157 0.00 0.00 0.00
H -4.8118 -5.2249 2.0296 0.00 0.00 0.00
H -2.6041 -6.2246 1.5578 0.01 0.00 0.00
H -0.6665 -4.7652 1.0606 0.01 0.01 0.00
Cl 3.3566 -4.4204 -5.1479 0.04 -0.02 -0.03
C 2.4272 -3.4064 -4.1116 -0.04 0.04 0.04
C 1.0970 -3.7880 -3.8157 -0.04 -0.02 0.00
C 0.3010 -3.0258 -3.0091 0.03 0.03 0.01
Cl -1.3180 -3.4850 -2.6510 -0.01 -0.01 0.00
C 0.8085 -1.8433 -2.4138 0.05 -0.03 -0.03
O 0.0482 -1.1136 -1.6726 -0.06 0.06 -0.06
C 2.1431 -1.4721 -2.7251 0.00 0.06 0.04
C 2.6287 -0.2484 -2.2580 -0.02 -0.02 0.03
O 2.0386 0.5092 -1.4268 0.03 -0.04 -0.05
C 2.9446 -2.2634 -3.5914 -0.02 -0.05 -0.02
H 0.7047 -4.7028 -4.2399 0.00 0.00 0.00
H 3.5857 0.1180 -2.6331 0.00 0.02 0.01
H 3.9559 -1.9543 -3.8204 0.00 0.00 0.00

# 3
19
Properties=species:S:1:pos:R:3:forces:R:3 method="wB97M-V/def2-TZVPD" charge=0 e_lumo_ev=0.86 largest_force_ev_per_a=0.47 gap_ev=9.52
C 2.8069 0.7053 0.0731 0.20 0.08 -0.18
O 1.8309 0.6991 1.1250 -0.07 -0.38 0.17
C 1.4737 -0.4850 1.5370 0.02 0.44 0.16
C -0.8172 -0.3337 -0.2203 0.04 0.03 0.04
C -0.8790 1.1735 -0.2612 -0.04 0.07 -0.04
C -1.5648 -1.1699 -1.2111 -0.05 -0.07 -0.24
C -2.0101 -1.1240 0.2260 -0.13 -0.04 0.14
H 2.2723 0.7803 -0.8794 0.11 0.00 0.16
H 3.3804 -0.2229 0.1150 -0.06 0.16 -0.02
H 3.4345 1.5857 0.2205 -0.05 -0.14 -0.04
H 0.1395 -0.7731 0.0621 -0.17 0.07 -0.10
H 0.6516 -0.2482 2.2539 0.15 -0.06 0.02
H -0.0996 1.5962 -0.9068 -0.12 -0.07 0.08
H -0.7581 1.6114 0.7365 0.00 -0.09 -0.15
H -1.8467 1.5078 -0.6554 0.13 -0.09 0.06
H -1.0841 -2.0766 -1.5651 -0.11 0.12 0.02
H -2.1673 -0.6550 -1.9531 0.02 -0.07 0.10
H -1.8461 -2.0004 0.8462 -0.03 0.12 -0.12
H -2.9167 -0.5707 0.4571 0.13 -0.08 -0.05